[1]
A structure of composition H2NO6PS. Source: OMol25; level of theory: the ωB97M-V functional and the def2-TZVPD basis.

Atoms and positions in Å:
N  0.789  -1.299  0.384
O  -2.058  1.614  -1.051
O  -0.587  -0.202  -2.191
O  0.429  1.156  -0.196
O  2.284  0.434  1.178
O  0.171  0.432  2.185
O  -1.418  -0.501  0.151
P  -1.079  0.510  -0.979
S  0.849  0.228  0.911
H  -0.312  -1.283  0.265
H  0.932  -1.090  -0.658

Cartesian forces (eV/Å) of the 2 atoms listed first:
-0.1 -0.2 -2.3
0.1 1.1 -0.5

Output
Largest force on an atom, eV/A: 6.749
Total charge: -2
HOMO level, eV: -0.8
Frontier orbital gap, hartree: 0.271


[2]
A structure of composition C38H38ClN2NiPS2Si. Source: OMol25; level of theory: the ωB97M-V functional and the def2-TZVPD basis.

Atoms and positions in Å:
Ni  -0.395  -0.872  0.381
Cl  -0.372  -3.438  -1.771
C  2.247  -2.764  -0.360
C  3.181  -3.787  -0.287
C  4.373  -3.679  -0.981
C  4.638  -2.548  -1.742
C  3.699  -1.533  -1.821
C  2.490  -1.635  -1.137
P  1.193  -0.378  -1.278
C  2.152  1.173  -1.327
C  2.289  1.941  -2.476
C  3.017  3.124  -2.442
C  3.603  3.552  -1.262
C  3.457  2.797  -0.104
C  2.733  1.619  -0.140
C  0.490  -0.523  -2.940
C  -0.587  0.303  -3.256
C  -1.151  0.249  -4.521
C  -0.648  -0.633  -5.467
C  0.416  -1.464  -5.147
C  0.986  -1.412  -3.885
H  2.965  -4.661  0.313
H  5.100  -4.478  -0.926
H  5.573  -2.461  -2.281
H  3.900  -0.655  -2.423
H  1.825  1.622  -3.400
H  3.120  3.714  -3.343
H  4.166  4.476  -1.239
H  3.900  3.132  0.824
H  2.592  1.053  0.775
H  -0.987  0.985  -2.519
H  -1.989  0.890  -4.761
H  -1.095  -0.684  -6.451
H  0.788  -2.174  -5.873
H  1.778  -2.100  -3.624
S  0.773  -2.922  0.620
C  1.453  -2.144  2.228
N  2.848  -1.805  2.211
C  3.315  -1.626  3.579
C  2.933  -2.922  4.275
S  1.273  -3.307  3.635
H  3.038  -1.011  1.612
H  2.840  -0.773  4.084
H  4.395  -1.477  3.574
H  2.887  -2.818  5.356
H  3.620  -3.723  4.009
C  0.529  -1.003  2.428
C  -0.277  -0.151  2.750
C  -1.282  0.718  3.286
C  -1.308  2.081  3.009
C  -2.311  2.869  3.548
C  -3.279  2.305  4.367
C  -3.248  0.946  4.651
C  -2.258  0.148  4.107
H  -0.559  2.517  2.359
H  -2.340  3.926  3.319
H  -4.062  2.925  4.783
H  -4.006  0.504  5.284
H  -2.230  -0.915  4.306
C  -4.685  -0.051  1.184
Si  -3.358  -0.779  0.072
C  -2.797  -2.425  0.775
C  -4.070  -1.056  -1.645
N  -1.921  0.212  0.071
C  -1.895  1.547  -0.270
C  -0.749  2.317  -0.017
C  -0.657  3.642  -0.402
C  -1.717  4.263  -1.048
C  -2.868  3.524  -1.299
C  -2.960  2.195  -0.924
H  -5.561  -0.703  1.216
H  -5.014  0.928  0.835
H  -4.315  0.070  2.201
H  -3.653  -3.095  0.883
H  -2.363  -2.319  1.778
H  -2.083  -2.945  0.125
H  -4.485  -2.063  -1.715
H  -3.297  -0.970  -2.412
H  -4.869  -0.351  -1.881
H  0.083  1.849  0.497
H  0.256  4.190  -0.197
H  -1.648  5.298  -1.353
H  -3.707  3.986  -1.805
H  -3.859  1.642  -1.163

Cartesian forces (eV/Å) of the 2 atoms listed first:
-0.3 -0.1 -0.4
-0.1 0.0 0.0

Output
Largest force on an atom, eV/A: 0.531
Total charge: 0
Multiplicity: 3
HOMO level (alpha / beta), eV: -7.3 / -7.3
Relative energy (zero: lowest compared OMol25 entry of this formula, charge and spin), kJ/mol: 33.7
Frontier orbital gap (alpha / beta), hartree: 0.276 / 0.245